[1]
C12H20O4SSbTl as an isolated structure. Source: OMol25; level of theory: the ωB97M-V functional and the def2-TZVPD basis.

Geometry (Å):
Tl1 0.781 2.330 0.143
C1 -0.763 0.562 4.790
Sb1 0.436 0.646 3.003
C2 2.081 1.658 3.936
C3 1.240 -1.315 3.241
H1 -0.127 0.341 5.645
H2 -1.512 -0.222 4.687
H3 -1.276 1.508 4.955
H4 2.309 1.210 4.900
H5 1.854 2.716 4.074
H6 2.929 1.563 3.263
H7 1.622 -1.442 4.253
H8 2.034 -1.427 2.512
H9 0.474 -2.060 3.032
C4 -3.783 1.957 -1.965
C5 -2.446 1.306 -1.716
O1 -1.712 1.742 -0.841
C6 -2.056 0.121 -2.525
C7 -0.968 -0.646 -2.114
C8 -0.579 -1.752 -2.851
C9 -1.269 -2.095 -4.004
C10 -2.358 -1.336 -4.418
C11 -2.757 -0.237 -3.678
H10 -3.949 2.720 -1.210
H11 -4.583 1.217 -1.935
H12 -3.798 2.420 -2.953
H13 -0.426 -0.397 -1.217
H14 0.263 -2.341 -2.511
H15 -0.965 -2.958 -4.582
H16 -2.895 -1.603 -5.319
H17 -3.608 0.343 -4.010
C12 3.998 -0.987 -0.827
S1 2.501 -0.193 -0.334
O2 2.157 0.743 -1.421
O3 2.797 0.569 0.892
O4 1.511 -1.234 -0.127
H18 4.759 -0.227 -0.981
H19 3.798 -1.523 -1.751
H20 4.289 -1.675 -0.038

Results
**Total charge**: 0
**ΔE to the lowest compared entry with this formula, charge and spin**: 0.00 kcal per mole
**Lowest unoccupied orbital energy**: 0.08 eV
**Energy**: -1581.14214 a.u.
**HOMO**: -0.3019 Eh
**Frontier orbital gap**: 8.3 eV


[2]
C21H18CuF6N3O7S4 as an isolated structure. Source: OMol25; level of theory: the ωB97M-V functional and the def2-TZVPD basis.

Geometry (Å):
Cu1 -0.781 0.741 -0.599
F1 -5.890 1.021 2.734
C1 -5.639 0.077 1.809
F2 -4.780 -0.791 2.324
F3 -6.797 -0.562 1.574
S1 -4.991 0.883 0.285
O1 -3.722 1.418 0.661
O2 -6.059 1.776 -0.066
N1 -4.975 -0.329 -0.712
S2 -3.837 -0.992 -1.538
O3 -2.534 -0.389 -1.472
O4 -4.333 -1.323 -2.843
C2 -3.611 -2.677 -0.739
F4 -4.156 -3.630 -1.515
F5 -4.194 -2.757 0.457
F6 -2.318 -2.965 -0.607
O5 1.922 -2.104 -0.594
C3 1.275 -1.580 -1.523
O6 0.608 -0.520 -1.514
C4 1.269 -2.328 -2.856
C5 0.336 -2.004 -3.835
C6 0.311 -2.696 -5.038
C7 1.231 -3.709 -5.280
C8 2.169 -4.033 -4.307
C9 2.180 -3.351 -3.099
H1 -0.366 -1.207 -3.624
H2 -0.430 -2.447 -5.787
H3 1.214 -4.247 -6.221
H4 2.888 -4.825 -4.490
H5 2.883 -3.596 -2.313
C10 0.174 -2.896 2.326
S3 -0.363 -1.493 1.322
O7 -1.740 -1.147 1.787
C11 0.696 -0.265 2.120
C12 2.080 -0.386 2.190
C13 2.809 0.610 2.819
C14 2.171 1.736 3.327
C15 0.798 1.865 3.210
C16 0.049 0.856 2.614
H6 0.088 -2.643 3.383
H7 1.196 -3.145 2.047
H8 -0.496 -3.715 2.068
H9 2.566 -1.223 1.712
H10 3.889 0.529 2.876
H11 2.754 2.530 3.781
H12 0.300 2.761 3.560
H13 -1.025 0.934 2.504
C17 3.120 6.018 1.236
C18 2.763 4.657 0.700
C19 3.727 3.676 0.509
C20 3.253 2.452 0.054
N2 1.986 2.215 -0.204
C21 1.111 3.228 -0.013
S4 -0.554 2.989 -0.395
N3 1.480 4.449 0.446
H14 4.197 6.190 1.213
H15 2.774 6.109 2.269
H16 2.613 6.789 0.656
H17 4.775 3.848 0.715
H18 3.934 1.617 -0.106

Results
**Total charge**: -2
**ΔE to the lowest compared entry with this formula, charge and spin**: 3.58 kcal per mole
**Lowest unoccupied orbital energy**: 4.41 eV
**Energy**: -5334.53704 a.u.
**HOMO**: -0.0765 Eh
**Frontier orbital gap**: 6.5 eV


[3]
A 4-piece molecular cluster, C4H16NO3S overall in a non-equilibrium geometry. Source: OMol25; level of theory: the ωB97M-V functional and the def2-TZVPD basis.

Geometry (Å):
C1 -1.071 3.275 1.539
N1 -0.950 2.504 0.293
C2 -0.813 1.042 0.540
C3 0.047 0.687 -0.621
S1 0.515 -1.147 -0.430
C4 -2.028 0.086 0.704
H1 -2.082 3.780 1.498
H2 -1.076 2.744 2.486
H3 -0.145 3.882 1.493
H4 -1.860 2.510 -0.268
H5 -0.273 0.925 1.576
H6 -0.406 0.807 -1.627
H7 1.042 1.102 -0.671
H8 -2.693 0.626 1.237
H9 -1.837 -0.828 1.176
H10 -2.677 -0.183 -0.242
H11 1.283 -0.171 -2.793
H12 0.390 -1.531 -2.925
O1 0.869 -0.788 -3.445
H13 2.941 -0.117 0.723
H14 3.514 -1.207 -0.273
O2 3.709 -0.432 0.174
H15 -0.392 -2.748 1.867
H16 -1.626 -3.069 0.881
O3 -1.140 -3.311 1.737

Results
**Total charge**: -1
**ΔE to the lowest compared entry with this formula, charge and spin**: 27.52 kcal per mole
**Lowest unoccupied orbital energy**: 3.41 eV
**Energy**: -840.63646 a.u.
**HOMO**: -0.1174 Eh
**Frontier orbital gap**: 6.6 eV